(i)
Below is an isolated ion of composition H3N4O2 and charge -1, with properties calculated with ωB97M-V with the def2-TZVPD basis set.

Last column: natural (NBO) charge in e.
CARTESIAN COORDINATES (ANGSTROEM)
O -1.91914 0.17742 -1.66508  -0.6136
O 0.47562 -0.19480 -0.86592  -0.6627
N 1.23560 -0.32366 1.52106  -0.7030
N -0.08201 0.03236 1.32619  -0.3316
N -0.41571 -0.05084 0.03033  0.3502
N -1.64299 0.10793 -0.27110  -0.1334
H 1.89936 0.48257 1.46672  0.2950
H 1.57369 -0.79334 0.59203  0.3444
H -1.12444 0.56235 -2.13423  0.4547

Results
- Structure (SMILES): N[N-][N+](=O)[N-]O
- Charge: -1
- LUMO energy: 4.627 eV

(ii)
Below is a 2-piece molecular cluster, H3N4O2 overall, with properties calculated with ωB97M-V with the def2-TZVPD basis set.

Last column: natural (NBO) charge in e.
CARTESIAN COORDINATES (ANGSTROEM)
O -1.14628 0.46909 1.67171  -1.0140
O -2.74156 -1.32850 1.26144  -0.6089
N 0.17157 -1.00137 -1.97227  -0.6155
N -0.34945 -0.25332 -1.04787  0.0046
N -2.20391 -1.05632 0.09539  0.0610
N -1.05706 -0.61984 -0.11694  -0.0128
H -1.45435 0.84780 2.49315  0.4249
H -1.76257 -0.39532 1.71771  0.4588
H 0.91723 -0.55506 -2.51109  0.3019

Results
- Charge: -1
- LUMO energy: 4.604 eV

The structure shown above that is least stable: (ii).